[1]
The following is a quantum chemistry calculation of a gas-phase ion, CH3N2O2 (charge +1) at a distorted geometry, from OMol25.

Last column: natural (NBO) charge in e.
Cartesian coordinates (Å):
C (-0.07, 0.04, -0.20)  0.706
N (0.85, 0.94, -0.07)  -0.684
N (-1.33, 0.15, 0.21)  0.222
O (-2.38, -0.07, -0.15)  0.004
O (0.20, -1.43, -0.12)  -0.783
H (0.54, -2.39, 0.38)  0.645
H (1.72, 0.86, 0.24)  0.446
H (0.48, 1.89, -0.29)  0.444

SMILES ... NC(O)=[N+]=O
E ... -299.404472 Eh
Spin multiplicity ... 1
Net charge ... +1
Kohn-Sham gap (alpha / beta) ... 8.4 / 8.4 eV
Energy above the lowest of the compared OMol25 structures with the same formula, charge and spin ... 378.5 kJ/mol

[2]
The following is a quantum chemistry calculation of C6H12O in the gas phase, from OMol25.

Last column: natural (NBO) charge in e.
Cartesian coordinates (Å):
C (-2.34, 0.50, 0.24)  -0.600
C (-1.07, -0.33, 0.39)  -0.246
C (-0.65, -1.10, -0.87)  -0.061
O (0.77, -1.03, -0.98)  -0.536
C (1.31, -0.35, 0.15)  0.101
C (2.54, 0.43, -0.28)  -0.615
C (0.17, 0.53, 0.66)  -0.420
H (-3.24, -0.13, 0.16)  0.211
H (-2.29, 1.11, -0.67)  0.204
H (-2.47, 1.17, 1.09)  0.211
H (-1.19, -1.03, 1.22)  0.199
H (-0.96, -2.16, -0.83)  0.175
H (-1.09, -0.66, -1.78)  0.170
H (1.58, -1.09, 0.92)  0.158
H (3.31, -0.24, -0.68)  0.218
H (2.96, 0.98, 0.56)  0.208
H (2.26, 1.14, -1.07)  0.209
H (0.13, 1.45, 0.06)  0.199
H (0.28, 0.81, 1.71)  0.216

SMILES ... C[C@H]1CO[C@@H](C)C1
E ... -311.047081 Eh
Spin multiplicity ... 1
Kohn-Sham gap ... 10.6 eV
Energy above the lowest of the compared OMol25 structures with the same formula, charge and spin ... 32.0 kJ/mol

[3]
The following is a quantum chemistry calculation of 4 unconnected molecules or ions with the total composition C21H25BrO3Si at a distorted geometry, from OMol25.

Last column: natural (NBO) charge in e.
Cartesian coordinates (Å):
O (2.34, 4.87, 2.21)  -0.499
C (2.10, 3.73, 1.76)  0.522
Br (0.76, 3.66, 0.27)  -0.036
C (2.84, 2.43, 2.35)  -0.949
Si (2.02, 0.79, 1.73)  1.057
C (3.15, 0.20, 0.25)  -0.503
O (2.39, -0.36, -0.86)  -0.281
O (2.45, 0.54, -1.89)  -0.444
H (2.92, 2.48, 3.50)  0.286
H (3.92, 2.47, 1.96)  0.278
H (0.62, 0.96, 1.33)  -0.153
H (2.01, -0.27, 2.76)  -0.167
H (3.88, -0.55, 0.72)  0.216
H (3.76, 1.10, -0.11)  0.224
H (1.60, 1.05, -1.93)  0.458
C (-3.09, 2.67, -1.01)  -0.235
C (-4.34, 2.17, -1.33)  -0.210
C (-4.49, 0.82, -1.64)  -0.218
C (-3.39, -0.03, -1.62)  -0.207
C (-2.13, 0.48, -1.31)  -0.249
C (-1.98, 1.83, -1.01)  -0.153
H (-2.97, 3.72, -0.78)  0.214
H (-5.21, 2.82, -1.33)  0.215
H (-5.47, 0.42, -1.89)  0.215
H (-3.50, -1.08, -1.86)  0.217
H (-1.27, -0.18, -1.29)  0.213
H (-1.00, 2.23, -0.76)  0.191
C (-0.13, -0.99, -6.91)  -0.215
C (0.32, -0.74, -5.61)  -0.212
C (-0.56, -0.24, -4.66)  -0.235
C (-1.89, -0.01, -4.99)  -0.162
C (-2.34, -0.27, -6.28)  -0.222
C (-1.46, -0.75, -7.24)  -0.218
H (0.56, -1.38, -7.65)  0.212
H (1.36, -0.93, -5.35)  0.216
H (-0.20, -0.04, -3.65)  0.205
H (-2.57, 0.37, -4.24)  0.209
H (-3.38, -0.08, -6.54)  0.209
H (-1.81, -0.95, -8.25)  0.211
C (2.07, -3.71, 5.61)  -0.202
C (1.85, -3.59, 6.98)  -0.217
C (0.97, -2.62, 7.46)  -0.212
C (0.29, -1.79, 6.58)  -0.213
C (0.51, -1.91, 5.21)  -0.215
C (1.40, -2.87, 4.72)  -0.219
H (2.76, -4.46, 5.24)  0.212
H (2.36, -4.24, 7.67)  0.213
H (0.80, -2.53, 8.53)  0.214
H (-0.40, -1.04, 6.95)  0.213
H (-0.01, -1.26, 4.51)  0.213
H (1.57, -2.96, 3.66)  0.213

SMILES ... O=C(Br)C[SiH2]COO.c1ccccc1.c1ccccc1.c1ccccc1
E ... -3904.270832 Eh
Spin multiplicity ... 1
Kohn-Sham gap ... 9.4 eV